## one
Density functional theory data (ωB97M-V with the def2-TZVPD basis set) for an isolated molecule of C4H8N4O.

Calculated values
orbital gap	0.333	Eh
HOMO level	-8.74	eV
structure (SMILES)	C=C(/N=C/N)C(=O)NN
molecular weight	128.13	g/mol

Last column: Löwdin charge in e.
Element x y z (Å)
O (2.42930, 0.83651, -0.71770)  -0.07
N (1.57902, -1.35113, -0.32084)  -0.04
N (0.91688, -1.96188, 0.75251)  0.01
N (-3.25847, -0.59495, -0.43140)  0.00
N (-0.99269, 0.05454, 0.17918)  0.01
C (1.41566, 0.06831, -0.37974)  -0.28
C (0.12762, 0.83558, 0.19735)  -0.35
C (-2.23528, 0.45295, -0.05697)  -0.17
C (0.36854, 2.05380, 0.60230)  0.07
H (-0.21714, 2.74848, 1.14765)  0.05
H (-3.32486, -1.58574, -0.33468)  0.04
H (1.55003, 2.21696, 0.46936)  0.12
H (-4.30409, -0.17125, -0.75911)  0.15
H (-0.03758, -1.98222, 0.70482)  0.02
H (1.23449, -1.51159, 1.60136)  0.08
H (-2.67658, 1.70291, 0.08017)  0.20
H (2.56892, -1.59951, -0.60172)  0.16



## two
Density functional theory data (ωB97M-V with the def2-TZVPD basis set) for an isolated molecule of C4H8N4O.

Calculated values
orbital gap	0.313	Eh
HOMO level	-7.99	eV
structure (SMILES)	OCC1=NN=CNNC1
molecular weight	128.13	g/mol

Last column: Löwdin charge in e.
Element x y z (Å)
O (2.59078, 1.74425, 0.61982)  -0.17
N (-1.94545, 0.69576, -0.66784)  -0.03
N (-0.14640, -1.52834, 0.01385)  -0.05
N (-1.53128, -1.62866, -0.04754)  -0.05
N (-0.67423, 1.28312, -0.66899)  0.03
C (-2.34273, -0.58806, -0.57239)  -0.15
C (0.37497, 0.83420, -0.06075)  -0.28
C (1.80491, 1.23400, -0.55240)  -0.14
C (0.15089, -0.39252, 0.81048)  -0.21
H (2.29648, 0.22092, -0.75541)  0.14
H (-3.38596, -0.99458, -0.96107)  0.15
H (0.13112, -2.34377, 0.46244)  0.09
H (-1.79164, -2.48177, -0.40885)  0.08
H (1.05658, -0.69853, 1.58215)  0.17
H (2.39093, 2.68346, 1.02587)  0.14
H (-0.65559, -0.05913, 1.58045)  0.14
H (1.67662, 2.01965, -1.39981)  0.14



It is one that is the most stable of them.



## one
Density functional theory data (ωB97M-V with the def2-TZVPD basis set) for the ion C3H8N3 with charge +1.

Calculated values
orbital gap	0.389	Eh
HOMO level	-14.86	eV
molecular weight	86.12	g/mol
net charge	+1

Last column: Löwdin charge in e.
Element x y z (Å)
N (0.53410, 0.17458, -0.08990)  -0.19
N (-1.00404, -1.59712, -1.04001)  0.18
N (0.30518, -0.98837, 0.78355)  0.08
C (-0.24171, 0.25563, -1.31360)  0.09
C (-0.62163, -1.83685, 0.09970)  -0.26
C (0.22795, 1.45331, 0.67628)  0.07
H (0.20879, 0.24801, -2.26881)  0.11
H (-1.12006, 0.85865, -1.14527)  0.10
H (0.56079, -0.79347, 1.71989)  0.13
H (-0.84884, 1.39205, 0.66518)  0.11
H (1.53400, -0.02962, -0.21719)  0.20
H (0.55955, 2.17418, -0.07487)  0.12
H (0.90561, 1.37522, 1.55449)  0.13
H (-0.99971, -2.68620, 0.65055)  0.14



## two
Density functional theory data (ωB97M-V with the def2-TZVPD basis set) for a cluster of 2 separate species, C3H8N3 in total.

Calculated values
orbital gap (spin up / spin down)	0.277 / 0.314	Eh
HOMO level (spin up / spin down)	-14.66 / -14.62	eV
molecular weight	86.12	g/mol
net charge	+1

Last column: Löwdin charge in e.
Element x y z (Å)
N (-1.55312, 1.07656, 0.58440)  -0.01
N (0.91879, -0.10002, 0.10950)  0.09
N (-1.68034, 0.89815, 1.82882)  0.17
C (1.66249, 0.24917, -1.02656)  -0.15
C (1.45095, -1.17061, -0.63376)  -0.15
C (-1.31845, 0.08529, -0.24128)  0.02
H (0.81602, -1.79295, -1.25078)  0.12
H (2.57475, 0.79815, -0.81511)  0.13
H (-1.46175, -0.95223, 0.05127)  0.11
H (1.16565, 0.61976, -1.91389)  0.12
H (-1.56333, -0.01066, 2.29131)  0.16
H (-1.29562, 0.34138, -1.28540)  0.10
H (2.18878, -1.75471, -0.08982)  0.13
H (-1.90484, 1.71272, 2.39130)  0.16



It is one that is the most stable of them.



## one
Density functional theory data (ωB97M-V with the def2-TZVPD basis set) for the ion C3H8N3 with charge +1.

Calculated values
orbital gap	0.420	Eh
HOMO level	-14.82	eV
structure (SMILES)	C[N@H+]1CNC=N1
molecular weight	86.12	g/mol
net charge	+1

Last column: Löwdin charge in e.
Element x y z (Å)
N (0.45692, 0.36115, -0.48272)  -0.18
N (-0.55058, 1.31093, -0.06834)  0.10
N (-1.36418, -0.78159, 0.30899)  0.07
C (-1.50875, 0.59873, 0.38442)  -0.14
C (-0.25795, -0.94650, -0.66422)  -0.07
C (1.54812, 0.39606, 0.51464)  -0.03
H (1.16964, -0.00298, 1.48196)  0.11
H (-2.16820, -1.28589, 0.18650)  0.10
H (-0.70795, -1.25136, -1.73044)  0.19
H (0.53433, -1.67081, -0.24105)  0.15
H (-2.43620, 1.17504, 0.68454)  0.18
H (1.83858, 1.53017, 0.72542)  0.16
H (0.99768, 0.76961, -1.34443)  0.24
H (2.44853, -0.20255, 0.24472)  0.12



## two
Density functional theory data (ωB97M-V with the def2-TZVPD basis set) for the ion C3H8N3 with charge +1.

Calculated values
orbital gap	0.356	Eh
HOMO level	-13.20	eV
structure (SMILES)	[NH3+]Cc1c[nH][nH]1
molecular weight	86.12	g/mol
net charge	+1

Last column: Löwdin charge in e.
Element x y z (Å)
N (1.06161, -0.95567, 0.04829)  0.02
N (-1.59544, -0.37813, 0.59108)  0.17
N (2.10005, -0.02391, 0.48599)  -0.02
C (0.33139, 0.41707, -0.46244)  -0.17
C (-1.13417, 0.35129, -0.63375)  -0.12
C (1.37097, 1.08485, 0.02801)  -0.06
H (1.72010, 2.11496, 0.20362)  0.13
H (3.05135, -0.37038, 0.15682)  0.17
H (-1.48576, -0.27237, -1.55038)  0.17
H (1.33827, -1.51700, -0.67784)  0.07
H (-0.76614, -0.97010, 0.75026)  0.13
H (-2.40910, -1.02458, 0.51566)  0.18
H (-2.00232, 0.23563, 1.33109)  0.19
H (-1.58083, 1.30834, -0.78641)  0.12



It is one that is the most stable of them.



## one
Density functional theory data (ωB97M-V with the def2-TZVPD basis set) for a cluster of 2 separate species, C3H8N3 in total.

Calculated values
orbital gap	0.323	Eh
HOMO level	-14.17	eV
molecular weight	86.12	g/mol
net charge	+1

Last column: Löwdin charge in e.
Element x y z (Å)
N (-1.05916, 0.84146, -0.45751)  0.09
N (2.25387, -0.14891, -0.18551)  0.02
N (-0.53758, -1.27956, -0.65930)  0.10
C (-0.31142, -0.01348, -1.08561)  -0.12
C (-1.45365, -1.29106, 0.22544)  -0.01
C (-1.97868, 0.14582, 0.46432)  -0.06
H (-1.04009, 1.88227, -0.63620)  0.21
H (2.17371, -1.16930, -0.35979)  0.05
H (0.62172, 0.16788, -1.75492)  0.17
H (-2.96949, 0.56377, 0.14798)  0.16
H (1.81292, -0.00400, 0.81699)  0.10
H (-1.79456, 0.37068, 1.58037)  0.17
H (-1.74625, -2.13045, 0.90274)  0.15
H (3.13993, 0.16592, -0.20269)  -0.03



## two
Density functional theory data (ωB97M-V with the def2-TZVPD basis set) for the ion C3H8N3 with charge +1.

Calculated values
orbital gap	0.374	Eh
HOMO level	-14.42	eV
structure (SMILES)	C[C@@]1([NH3+])CN=N1
molecular weight	86.12	g/mol
net charge	+1

Last column: Löwdin charge in e.
Element x y z (Å)
N (-0.99567, -0.97012, -0.68709)  0.28
N (2.12234, -0.19356, -0.26121)  0.12
N (1.27374, -0.96117, 0.29324)  0.07
C (0.08814, -0.20900, 0.00707)  -0.53
C (1.05504, 0.75660, -0.71340)  -0.08
C (-0.47248, 0.50498, 1.23599)  0.01
H (-1.30554, -1.70189, -0.03454)  0.18
H (-0.65820, -1.49126, -1.56476)  0.22
H (-1.19485, -0.20554, 1.62891)  0.09
H (-0.97451, 1.34840, 0.82386)  0.09
H (-1.68917, -0.27501, -0.97174)  0.18
H (1.18486, 0.91733, -1.72343)  0.08
H (1.31378, 1.74211, -0.04042)  0.19
H (0.25254, 0.73812, 2.00752)  0.11



## three
Density functional theory data (ωB97M-V with the def2-TZVPD basis set) for the ion C3H8N3 with charge +1.

Calculated values
orbital gap	0.434	Eh
HOMO level	-14.83	eV
structure (SMILES)	NC(=[NH2+])N1CC1
molecular weight	86.12	g/mol
net charge	+1

Last column: Löwdin charge in e.
Element x y z (Å)
N (0.46354, -1.36014, -1.25329)  0.23
N (0.84185, -1.36811, 1.02943)  0.23
N (0.10749, 0.53821, -0.01505)  -0.02
C (-0.60400, 1.41599, 0.85852)  -0.04
C (-0.84504, 1.42092, -0.61054)  -0.04
C (0.44572, -0.73653, -0.07535)  -0.40
H (0.85797, -2.28083, -1.35394)  0.14
H (0.86868, -0.88497, 1.91195)  0.14
H (1.24450, -2.29008, 0.99033)  0.14
H (-0.02224, 2.21465, 1.29887)  0.13
H (-1.76524, 0.99517, -0.99163)  0.13
H (-0.43276, 2.22247, -1.20921)  0.13
H (0.19304, -0.87226, -2.09157)  0.14
H (-1.35351, 0.98552, 1.51147)  0.13



## four
Density functional theory data (ωB97M-V with the def2-TZVPD basis set) for the ion C3H8N3 with charge +1.

Calculated values
orbital gap	0.367	Eh
HOMO level	-14.48	eV
structure (SMILES)	C[C@@]1([NH3+])CN=N1
molecular weight	86.12	g/mol
net charge	+1

Last column: Löwdin charge in e.
Element x y z (Å)
N (-0.32650, 1.29343, -0.29112)  0.22
N (2.46195, -0.00520, -0.02684)  0.06
N (1.75382, 0.25398, -1.03691)  0.10
C (-0.36421, -1.28582, -0.57421)  0.03
C (0.46017, 0.01449, -0.28590)  -0.49
C (1.39050, -0.10036, 0.95714)  -0.13
H (0.35757, -2.01777, -0.20496)  0.09
H (-0.38446, 1.82447, 0.72075)  0.25
H (1.55752, -0.99668, 1.66752)  0.15
H (-1.17758, -1.08533, 0.10999)  0.09
H (1.48630, 0.84525, 1.66166)  0.15
H (0.28774, 1.95328, -0.75851)  0.15
H (-0.66546, -1.36933, -1.66008)  0.12
H (-1.24803, 1.15506, -0.80070)  0.20



It is three that is the most stable of them.



## one
Density functional theory data (ωB97M-V with the def2-TZVPD basis set) for an isolated molecule of C3H8N4O2.

Calculated values
orbital gap	0.388	Eh
HOMO level	-9.73	eV
structure (SMILES)	[H]/N=C(/N)ON/C(=N\[H])OC
molecular weight	132.12	g/mol

Last column: Löwdin charge in e.
Element x y z (Å)
O (-1.46023, -0.00473, -0.53101)  -0.02
O (1.02684, -0.17903, 1.91412)  -0.06
N (0.62989, 1.55755, 0.51658)  0.17
N (-0.88626, -0.30592, 0.69855)  0.06
N (0.22123, -1.27876, -1.57843)  0.14
N (-1.48425, -0.36025, -2.81652)  0.13
C (2.19413, 0.56556, 2.32905)  -0.06
C (0.26806, 0.44593, 1.00640)  -0.52
C (-0.81692, -0.57112, -1.62344)  -0.56
H (-0.03721, 1.96122, -0.10582)  0.05
H (-1.86378, 0.58225, -2.97884)  0.11
H (-0.85646, -0.59142, -3.58704)  0.10
H (1.85873, 1.43101, 2.89329)  0.09
H (-0.89151, -1.28761, 0.86794)  0.13
H (0.50331, -1.48896, -0.58623)  0.06
H (2.71521, 1.02156, 1.47144)  0.09
H (2.80297, -0.08844, 2.94712)  0.09



## two
Density functional theory data (ωB97M-V with the def2-TZVPD basis set) for a cluster of 2 separate species, C3H8N4O2 in total.

Calculated values
orbital gap	0.356	Eh
HOMO level	-9.08	eV
structure (SMILES)	NN=C(O)O.CNC#N
molecular weight	132.12	g/mol

Last column: Löwdin charge in e.
Element x y z (Å)
O (-0.40268, -1.25750, -2.73589)  0.13
O (-1.60038, -0.13854, -1.21505)  0.09
N (0.24270, -1.23196, -0.51379)  -0.05
N (1.95144, 0.64226, 0.66559)  0.14
N (-0.49727, 0.71283, 1.08717)  -0.10
N (1.40664, -1.92732, -0.97779)  0.01
C (-0.74928, 2.05055, 1.62746)  -0.07
C (-0.59530, -0.93639, -1.46229)  -0.56
C (0.81333, 0.42018, 0.75877)  -0.38
H (2.17354, -1.25395, -0.89236)  0.06
H (-0.26098, 2.19703, 2.59545)  0.09
H (-1.82608, 2.18340, 1.73704)  0.09
H (-1.41504, 0.25191, -0.23076)  0.13
H (-0.88281, -0.02790, 1.66456)  0.14
H (0.40938, -1.81136, -2.73771)  0.11
H (-0.35724, 2.78538, 0.92492)  0.09
H (1.59003, -2.65861, -0.29531)  0.08



It is two that is the most stable of them.



## one
Density functional theory data (ωB97M-V with the def2-TZVPD basis set) for an isolated molecule of C5H10N4.

Calculated values
orbital gap	0.371	Eh
HOMO level	-9.33	eV
structure (SMILES)	[H]\N=C(C)/C(C)=N/C(N)=N/[H]
molecular weight	126.16	g/mol

Last column: Löwdin charge in e.
Element x y z (Å)
N (2.15861, -0.90450, 1.04861)  0.12
N (2.82620, 0.43768, -0.81730)  0.12
N (-2.34936, -0.11779, 1.18799)  0.16
N (0.72696, 0.62837, 0.11994)  0.16
C (-0.39578, -1.27084, -1.01049)  -0.01
C (-2.01999, 1.83611, -0.15437)  -0.03
C (-0.31530, -0.05531, -0.13230)  -0.29
C (1.99532, 0.09715, 0.07245)  -0.59
C (-1.61341, 0.50151, 0.37015)  -0.40
H (-0.28187, -0.95485, -2.04720)  0.10
H (-2.00847, -1.03731, 1.46258)  0.06
H (0.41214, -1.96698, -0.78394)  0.08
H (3.11820, -1.17472, 1.21903)  0.09
H (1.65238, -0.78685, 1.91518)  0.09
H (-2.09145, 1.80711, -1.23503)  0.08
H (-2.97046, 2.13429, 0.27082)  0.08
H (-1.24972, 2.55454, 0.09653)  0.08
H (3.75610, 0.05330, -0.68515)  0.04
H (-1.35008, -1.78093, -0.89752)  0.08



## two
Density functional theory data (ωB97M-V with the def2-TZVPD basis set) for a cluster of 2 separate species, C5H10N4 in total.

Calculated values
orbital gap	0.324	Eh
HOMO level	-8.02	eV
structure (SMILES)	CN(C)C#N.NC#CN
molecular weight	126.16	g/mol

Last column: Löwdin charge in e.
Element x y z (Å)
N (-0.80353, 2.35335, -2.42646)  0.04
N (-1.56347, -0.71067, 1.81757)  0.14
N (0.75759, -0.42524, 1.13642)  -0.22
N (-2.08903, -0.87160, -1.13879)  0.04
C (1.55180, -0.29074, 2.33846)  -0.06
C (-1.55044, 0.36008, -1.07028)  -0.23
C (-0.60460, -0.42208, 1.20241)  -0.32
C (1.44481, -0.88955, -0.04713)  -0.08
C (-0.98030, 1.35599, -1.55310)  -0.14
H (-2.52098, -1.15113, -0.25988)  0.05
H (0.72178, -1.12462, -0.82903)  0.07
H (-1.22527, 3.24369, -2.19482)  0.09
H (0.90836, -0.11864, 3.20018)  0.09
H (2.10348, -1.21641, 2.52840)  0.09
H (1.98709, -1.82300, 0.12599)  0.08
H (2.28047, 0.51990, 2.23092)  0.09
H (2.17616, -0.13471, -0.35593)  0.09
H (0.12767, 2.45661, -2.81406)  0.09
H (-2.72158, -1.11124, -1.89087)  0.09



It is one that is the most stable of them.